(1)
This record from the OMol25 dataset describes a structure of composition C48H128B6CrF24N8O16 at a distorted geometry. The level of theory is ωB97M-V with the def2-TZVPD basis set.

Computed properties:
Total charge: +5
Multiplicity: 4
Expectation value of S²: 3.761

Structure (XYZ):
```
231
Properties=species:S:1:pos:R:3:lowdin_charge:R:1
Cr 1.44891 0.12460 0.01255 1.465
C -3.30773 -0.71280 -1.87119 -0.064
O -4.10498 -1.84045 -1.49882 -0.180
C -3.32885 -3.01619 -1.20831 -0.165
C -4.21954 -4.34032 -1.17281 -0.022
N -5.17834 -4.59283 -2.40068 0.110
H -5.87052 -3.85820 -2.43681 0.166
H -4.55134 -4.71972 -3.18226 0.164
C -5.88186 -5.94720 -2.38028 -0.096
C -7.01316 -5.88610 -1.37227 -0.200
O -7.89787 -4.80819 -1.69240 -0.169
C -8.74668 -4.45829 -0.59536 -0.071
H -2.49739 -0.97597 -2.55104 0.092
H -2.98594 -0.22237 -0.95247 0.072
H -3.84663 0.11703 -2.32843 0.101
H -2.71853 -2.80723 -0.32970 0.123
H -2.56639 -3.18880 -1.96789 0.075
H -4.86727 -4.31089 -0.29664 0.113
H -3.49446 -5.14269 -1.03656 0.122
H -5.21077 -6.77675 -2.15760 0.142
H -6.20827 -6.20103 -3.38881 0.145
H -6.41400 -5.70547 -0.47981 0.112
H -7.45338 -6.87882 -1.46617 0.151
H -9.53493 -3.84627 -1.03376 0.104
H -8.24406 -3.95594 0.23116 0.078
H -9.28926 -5.31692 -0.19982 0.100
C 5.13759 4.98118 -2.91465 -0.092
O 5.50697 4.39565 -1.66081 -0.190
C 6.87993 4.22418 -1.35030 -0.185
C 7.19803 4.50546 0.11164 -0.051
N 6.66704 3.37239 0.97709 0.061
H 5.66184 3.39938 0.88257 0.115
H 6.84798 2.47073 0.55951 0.163
C 6.98329 3.53365 2.45182 -0.053
C 6.60698 2.19422 3.18862 -0.120
O 6.88966 1.01214 2.35118 -0.180
C 5.91687 0.03416 2.41363 -0.117
H 5.72550 4.61495 -3.75627 0.085
H 5.16740 6.06980 -2.96069 0.087
H 4.06795 4.91094 -3.11224 0.086
H 7.45737 4.86733 -2.01440 0.134
H 7.10651 3.20738 -1.67105 0.134
H 6.70963 5.38857 0.52357 0.146
H 8.27276 4.49423 0.29306 0.143
H 6.32501 4.32702 2.80585 0.135
H 8.01658 3.79807 2.67655 0.136
H 5.60455 2.30157 3.60301 0.114
H 7.38778 2.13693 3.94701 0.129
H 4.92814 0.31049 2.04735 0.076
H 5.87243 -0.16611 3.48415 0.095
H 6.30037 -0.88241 1.96539 0.108
C -6.12216 5.10181 0.79171 -0.095
O -4.70929 4.92417 0.71380 -0.238
C -4.06366 5.53351 -0.42878 -0.149
C -2.55846 5.04372 -0.40679 -0.009
N -1.84168 5.74845 0.80105 0.082
H -1.98938 6.73547 0.64587 0.171
H -2.40363 5.67804 1.63733 0.132
C -0.40698 5.27506 1.16110 -0.074
C 0.09117 6.02701 2.38158 -0.163
O -0.96402 6.14049 3.39293 -0.202
C -0.67033 7.15210 4.35937 -0.094
H -6.43136 6.09360 1.12164 0.095
H -6.63587 4.41786 1.46729 0.083
H -6.59235 5.00452 -0.18684 0.093
H -4.27486 6.60107 -0.49043 0.133
H -4.63222 5.15339 -1.27752 0.127
H -2.07182 5.54090 -1.24589 0.139
H -2.43641 3.96670 -0.29176 0.127
H 0.22882 5.46052 0.29538 0.142
H -0.53385 4.19935 1.28294 0.113
H 0.48236 6.99455 2.06704 0.136
H 1.01245 5.50363 2.63732 0.120
H -0.46377 8.17367 4.04026 0.097
H 0.21288 6.92173 4.95516 0.093
H -1.41601 7.43151 5.10368 0.096
C 0.07254 -7.94483 -3.81368 -0.039
O 0.45015 -6.83076 -2.92845 -0.171
C -0.58463 -5.86894 -2.68757 -0.208
C -0.74762 -4.86695 -3.84270 -0.057
N 0.45568 -3.90103 -4.02071 0.104
H 0.87542 -3.76660 -3.11194 0.106
H 1.20136 -4.40654 -4.47736 0.173
C 0.18537 -2.60265 -4.75619 -0.062
C -0.02373 -2.76814 -6.28421 -0.193
O 0.74314 -3.83721 -6.84450 -0.211
C 0.30083 -4.26629 -8.20791 -0.024
H -0.61681 -8.61505 -3.30016 0.090
H 0.95172 -8.50045 -4.13990 0.102
H -0.48790 -7.61586 -4.68877 0.078
H -0.35723 -5.31934 -1.77416 0.096
H -1.57603 -6.24221 -2.43088 0.119
H -1.46746 -4.18462 -3.39063 0.087
H -1.15378 -5.22530 -4.78859 0.136
H 0.97965 -1.90149 -4.50007 0.138
H -0.76354 -2.16144 -4.45122 0.126
H 0.24680 -1.82723 -6.76338 0.133
H -1.06432 -3.07695 -6.38374 0.114
H 0.84059 -5.18318 -8.44473 0.095
H 0.51411 -3.60674 -9.04911 0.089
H -0.78322 -4.37252 -8.16754 0.083
C 0.03840 -5.47512 1.20638 -0.117
O 1.05251 -5.81782 2.10845 -0.149
C 2.30828 -5.35816 1.48973 -0.163
C 3.57431 -5.46006 2.35781 -0.050
N 3.21428 -4.72458 3.64147 0.091
H 2.59180 -3.97513 3.37511 0.108
H 2.89362 -5.35464 4.36279 0.155
C 4.47757 -4.01324 4.33177 0.009
C 4.05045 -3.56100 5.83511 -0.173
O 3.16275 -4.47474 6.46424 -0.229
C 2.80854 -4.13705 7.88498 -0.011
H -0.90418 -5.78054 1.66064 0.097
H 0.18598 -5.96783 0.24535 0.084
H 0.02646 -4.39299 1.07619 0.074
H 2.16177 -4.31422 1.21256 0.101
H 2.51353 -5.80197 0.51556 0.136
H 4.47634 -5.00098 1.95322 0.141
H 3.72572 -6.49418 2.66728 0.143
H 4.76873 -3.13410 3.75694 0.104
H 5.33359 -4.67866 4.21976 0.125
H 3.51582 -2.61908 5.71239 0.098
H 4.84053 -3.27782 6.53058 0.127
H 2.31081 -3.17199 7.97999 0.076
H 3.76385 -3.99901 8.39137 0.091
H 2.16332 -4.94754 8.22395 0.097
C -4.10793 5.22004 4.39237 -0.082
O -3.08839 4.53308 5.11956 -0.202
C -3.26007 3.09917 5.05936 -0.158
C -1.96291 2.51009 5.71801 -0.013
N -0.69608 3.16810 4.98571 0.130
H -0.99446 4.03193 4.55575 0.115
H 0.03711 3.52443 5.58199 0.165
C 0.06687 2.18901 4.00184 -0.050
C 1.28629 1.48330 4.59089 -0.153
O 0.76619 0.90058 5.76745 -0.166
C 0.37126 -0.43334 5.70910 -0.097
H -3.86303 6.28002 4.32492 0.099
H -5.10487 5.18480 4.83167 0.095
H -4.37644 4.74380 3.44939 0.064
H -3.26196 2.76281 4.02256 0.108
H -4.16670 2.86123 5.61569 0.135
H -1.97362 1.43377 5.54617 0.104
H -1.80369 2.55039 6.79556 0.137
H 0.44814 2.82775 3.20513 0.106
H -0.72985 1.49933 3.72313 0.109
H 1.99193 2.28026 4.82545 0.139
H 1.71198 0.78102 3.87417 0.113
H -0.48576 -0.65294 5.07240 0.076
H -0.01821 -0.72915 6.68322 0.094
H 1.21708 -1.11831 5.64980 0.089
C 4.02229 1.81158 -4.34417 -0.053
O 3.07223 1.75232 -5.42619 -0.164
C 3.52824 0.91017 -6.42911 -0.241
C 3.98432 1.63055 -7.70013 -0.057
N 3.37943 3.04483 -7.86691 0.084
H 2.37107 3.09717 -7.84332 0.155
H 3.81799 3.64356 -7.18186 0.173
C 3.54296 3.58833 -9.28274 -0.059
C 2.51475 4.72903 -9.65853 -0.187
O 1.16287 4.39727 -9.32970 -0.196
C 0.34255 5.57918 -9.40193 -0.080
H 3.62035 2.47899 -3.58187 0.088
H 4.92825 2.24889 -4.76382 0.087
H 4.35182 0.84074 -3.97408 0.084
H 2.59896 0.42358 -6.72539 0.117
H 4.19132 0.09119 -6.15038 0.144
H 3.96765 0.98884 -8.58106 0.142
H 5.01590 1.90815 -7.48358 0.131
H 3.13274 2.80075 -9.91482 0.133
H 4.57386 3.90382 -9.44339 0.145
H 2.50742 4.92368 -10.73099 0.142
H 2.85423 5.60643 -9.10806 0.122
H 0.62618 6.35291 -8.68849 0.096
H -0.67527 5.26034 -9.17719 0.091
H 0.11940 5.96442 -10.39686 0.100
C -2.08165 -3.06354 2.93780 -0.124
O -3.36458 -3.52752 2.78222 -0.186
C -3.99759 -3.94988 4.00896 -0.153
C -5.37245 -3.28712 4.00604 -0.078
N -5.29119 -1.74511 3.95144 0.084
H -4.77759 -1.32647 4.71371 0.180
H -4.78696 -1.68456 3.07840 0.142
C -6.67332 -1.10290 3.79169 -0.035
C -6.48948 0.34551 3.18914 -0.208
O -5.60397 0.29164 2.14761 -0.190
C -5.08935 1.48487 1.54386 -0.055
H -1.98430 -2.23822 3.64312 0.077
H -1.64819 -2.71055 2.00205 0.086
H -1.50573 -3.83461 3.44952 0.103
H -3.48890 -3.74597 4.95116 0.141
H -4.27270 -5.00458 4.01323 0.140
H -5.86190 -3.56613 4.93914 0.142
H -6.06399 -3.61022 3.22791 0.134
H -7.02294 -0.93096 4.80968 0.138
H -7.33983 -1.76604 3.24023 0.133
H -6.10869 0.94244 4.01787 0.118
H -7.42435 0.79473 2.85401 0.142
H -4.68511 2.32328 2.11110 0.075
H -5.84752 1.88143 0.86857 0.093
H -4.37060 1.09720 0.82191 0.077
B 2.94196 2.80968 1.47575 -1.211
F 1.74730 3.52654 1.56263 0.146
F 3.39536 2.19656 2.64677 0.157
F 2.57617 1.65997 0.77981 0.124
F 3.85268 3.57680 0.73052 0.159
B -0.92750 0.29054 1.16126 -1.517
F -2.08923 1.01147 1.29700 0.196
F -0.62646 -0.55708 2.19954 0.182
F -0.79901 -0.30208 0.02026 0.252
F 0.13245 1.13252 1.19413 0.166
B 3.78206 0.12834 -1.39808 -1.569
F 2.81344 1.01404 -1.70774 0.199
F 3.30253 -0.62836 -0.44961 0.243
F 3.99537 -0.73180 -2.42371 0.199
F 4.92887 0.75465 -1.10615 0.236
B -0.03830 2.41999 -1.90638 -1.434
F -1.24871 1.95877 -2.42329 0.156
F -0.13049 3.42979 -1.04765 0.213
F 0.49137 1.51410 -1.14990 0.186
F 0.95312 2.72215 -2.86217 0.136
B 2.67649 -1.45678 2.62432 -1.377
F 2.01125 -0.60127 1.70331 0.088
F 3.52023 -2.31425 1.96193 0.187
F 3.21323 -0.82705 3.68353 0.215
F 1.70965 -2.25586 3.16463 0.169
B 0.78001 -2.38265 -1.25325 -1.473
F 1.00629 -2.06180 0.03679 0.192
F 0.87516 -1.13456 -1.86078 0.163
F 1.82152 -3.11842 -1.71745 0.215
F -0.37798 -2.98137 -1.52189 0.228
```



(2)
This record from the OMol25 dataset describes a structure of composition C30H48FN2O6P2TaTe. The level of theory is ωB97M-V with the def2-TZVPD basis set.

Computed properties:
Total charge: +2

Structure (XYZ):
```
91
Properties=species:S:1:pos:R:3:lowdin_charge:R:1
Ta -0.42801 0.54625 0.37723 1.594
C 4.33838 -1.49952 4.99322 0.003
C 4.31738 -2.46259 3.82020 -0.277
C 4.42757 -3.93508 4.17155 -0.119
C 3.29569 -4.33632 5.09949 -0.105
C 1.98066 -3.70019 4.72775 -0.107
C 0.86462 -4.04712 5.49575 0.107
C -0.35281 -3.45217 5.27772 -0.228
F -1.38907 -3.76521 6.03710 0.138
C -0.52301 -2.52837 4.26079 0.113
C 0.56086 -2.21262 3.45428 -0.029
C 0.19585 -1.41087 2.29577 -0.391
O -0.76830 -0.64272 2.23933 -0.051
C 2.16582 -1.60953 0.78596 -0.313
C 3.14799 -1.81838 1.85423 -0.033
N 3.03190 -2.30944 3.03677 0.080
C 1.83523 -2.77565 3.69808 -0.033
C 2.49225 -0.28254 0.04488 -0.549
O 3.59734 -0.14707 -0.38293 0.158
O 1.49919 0.58577 -0.00134 -0.214
H 5.27563 -1.63104 5.53341 0.108
H 3.52047 -1.67105 5.69245 0.091
H 4.29136 -0.46527 4.65211 0.097
H 5.10522 -2.20706 3.11408 0.146
H 5.39474 -4.11459 4.63960 0.141
H 4.40052 -4.51712 3.24753 0.093
H 3.52274 -4.05705 6.13129 0.139
H 3.16592 -5.41952 5.10149 0.142
H 0.96364 -4.77583 6.29103 0.156
H -1.49508 -2.09288 4.07727 0.152
H 4.13493 -1.48345 1.55803 0.129
C 2.59683 -0.87095 -3.64734 -0.053
C 3.12475 -2.05436 -2.88434 -0.226
O 2.12674 -2.39743 -1.84619 -0.290
P 2.44309 -3.08805 -0.47788 0.315
O 0.78365 -1.58786 1.11193 -0.070
Te 4.44838 -4.12661 -0.07601 0.676
O 1.15527 -3.91813 -0.14541 -0.291
C -0.13859 -3.77746 -0.83369 -0.224
C -1.19421 -4.36135 0.06596 -0.049
H 3.28824 -0.64336 -4.45912 0.097
H 2.52378 0.00747 -3.00677 0.071
H 1.62008 -1.08929 -4.07830 0.084
H 4.07019 -1.84367 -2.38918 0.091
H 3.22543 -2.94058 -3.50661 0.128
H -0.05356 -4.32068 -1.77221 0.131
H -0.31469 -2.72281 -1.04668 0.087
H -0.97814 -5.40339 0.29605 0.093
H -2.16094 -4.31293 -0.43562 0.095
H -1.26860 -3.80424 1.00206 0.067
C 0.09928 4.33419 -1.06451 -0.084
C -1.42461 4.41219 -1.26094 -0.603
C -1.75800 5.45130 -2.34007 -0.062
C -1.99319 4.89178 0.08336 -0.083
P -2.10443 2.71910 -1.67353 0.996
N -1.32631 1.66510 -0.70310 -0.461
C -3.92814 2.58169 -1.27887 -0.606
C -4.12868 2.45770 0.24090 -0.087
C -4.72699 3.78386 -1.80176 -0.062
C -4.50993 1.29579 -1.88528 -0.083
C -1.71560 2.20383 -3.43310 -0.601
C -2.63937 2.87029 -4.46159 -0.060
C -0.25778 2.55787 -3.76510 -0.083
C -1.81241 0.67421 -3.57536 -0.089
H 0.44082 5.33824 -0.80587 0.100
H 0.64639 4.02293 -1.94766 0.060
H 0.35764 3.67290 -0.23839 0.054
H -1.41830 6.42499 -1.98212 0.102
H -2.82657 5.53237 -2.53467 0.073
H -1.24688 5.25965 -3.28109 0.071
H -1.47260 5.81452 0.34513 0.100
H -1.80525 4.17229 0.88073 0.078
H -3.05486 5.12325 0.04332 0.069
H -3.77170 3.30915 0.80906 0.060
H -3.65569 1.55583 0.62947 0.055
H -5.20157 2.36815 0.42028 0.099
H -4.47586 4.70954 -1.28811 0.069
H -5.78527 3.58958 -1.61740 0.102
H -4.60668 3.93772 -2.87262 0.074
H -3.94262 0.41261 -1.58778 0.079
H -4.58100 1.32994 -2.96946 0.070
H -5.52475 1.18248 -1.49993 0.099
H -2.62314 3.95694 -4.40640 0.073
H -3.67066 2.53358 -4.37722 0.071
H -2.29005 2.58972 -5.45729 0.102
H -0.08098 3.62768 -3.83759 0.070
H -0.03201 2.12770 -4.74270 0.097
H 0.43793 2.12586 -3.04358 0.073
H -2.81820 0.28653 -3.46601 0.060
H -1.16226 0.16611 -2.86358 0.044
H -1.47708 0.42471 -4.58436 0.095
```



Here are the calculated energy above the lowest of the compared OMol25 structures with the same formula, charge and spin numbers, same order: 214.6; 818.7 (kJ/mol).